1.
C10H14BCuN7O2 | ωB97M-V/def2-TZVPD

Results
**<S²>**: 0.75
**Energy**: -2588.527352 Eh
**Relative energy (zero: lowest compared OMol25 entry of this formula, charge and spin)**: 0.000 eV
**LUMO (alpha / beta)**: 0.54 / -1.37 eV
**HOMO-LUMO gap (alpha / beta)**: 9.642 / 7.702 eV
**Multiplicity**: 2

Each line ends with the Mulliken charge.
CARTESIAN COORDINATES (ANGSTROEM)
H  -0.20  2.86  2.20  0.491
N  0.24  1.68  0.49  -0.195
B  0.83  0.83  -1.82  0.222
N  0.71  1.96  -0.77  0.184
C  0.86  3.30  -0.90  -0.084
Cu  -0.41  -0.38  0.97  -0.503
H  1.19  3.70  -1.85  0.443
C  0.49  3.89  0.30  -1.111
H  0.48  4.94  0.51  0.380
C  0.12  2.83  1.16  0.014
H  1.27  1.21  -2.86  -0.090
C  -1.99  -2.71  2.71  -0.786
H  -2.38  -2.72  3.73  0.311
H  -1.07  -3.29  2.65  0.255
H  -2.73  -3.09  2.01  0.318
N  -0.58  0.22  -1.91  0.198
N  1.69  -0.27  -1.16  0.335
N  -1.18  -0.29  -0.75  -0.038
N  1.31  -0.83  0.05  -0.291
C  -1.41  0.06  -2.96  -0.046
C  2.75  -0.94  -1.65  -0.060
H  -1.06  0.39  -3.93  0.456
H  3.14  -0.67  -2.63  0.442
C  -2.59  -0.52  -2.49  -1.191
C  3.10  -1.91  -0.72  -1.118
C  -2.41  -0.71  -1.11  0.042
C  2.20  -1.79  0.35  0.033
H  -3.45  -0.79  -3.08  0.394
H  3.90  -2.61  -0.82  0.393
H  -3.06  -1.12  -0.35  0.469
H  2.15  -2.34  1.28  0.500
H  -1.78  -1.66  2.47  0.048
O  0.10  0.56  4.65  -0.452
N  -0.23  0.66  3.48  0.335
O  0.01  -0.45  2.76  -0.302

=====

2.
C10H14BF4Ir | ωB97M-V/def2-TZVPD

Results
**<S²>**: 0.76
**Energy**: -916.889231 Eh
**Relative energy (zero: lowest compared OMol25 entry of this formula, charge and spin)**: 0.000 eV
**LUMO (alpha / beta)**: -14.61 / -16.14 eV
**HOMO-LUMO gap (alpha / beta)**: 8.341 / 7.289 eV
**Multiplicity**: 2
**Total charge**: +3

Each line ends with the Mulliken charge.
CARTESIAN COORDINATES (ANGSTROEM)
Ir  0.08  1.56  0.69  1.422
C  -2.09  -1.58  0.71  -1.012
C  -0.75  -1.54  0.11  -0.695
C  -0.95  -2.74  -1.45  -0.681
C  -0.16  -0.27  -0.43  1.225
C  1.24  0.01  -0.24  -0.291
C  1.79  1.25  -0.65  -0.818
C  1.04  2.24  -1.36  0.729
C  1.66  3.53  -1.76  -1.367
C  -0.34  1.98  -1.50  -0.935
C  -0.94  0.77  -1.04  -0.448
H  -2.50  -2.59  0.80  0.437
H  -2.83  -0.88  0.32  0.382
H  -1.91  -1.33  1.79  0.381
H  0.00  -2.21  0.53  0.549
H  -1.80  -2.27  -1.94  0.393
H  -1.14  -3.68  -0.94  0.429
H  0.04  -2.61  -1.87  0.396
H  1.85  -0.68  0.35  0.500
H  2.81  1.48  -0.35  0.558
H  2.18  4.00  -0.92  0.392
H  0.94  4.23  -2.17  0.446
H  2.43  3.32  -2.51  0.384
H  -0.99  2.76  -1.87  0.442
H  -2.02  0.69  -1.09  0.506
F  -0.22  1.26  2.47  -0.328
B  0.65  -1.69  3.63  0.515
F  1.16  -1.28  2.43  -0.177
F  1.38  -1.70  4.68  -0.107
F  -0.62  -2.03  3.58  -0.227

=====

3.
C10H14BNO3 | ωB97M-V/def2-TZVPD

Results
**Energy**: -694.876091 Eh
**Relative energy (zero: lowest compared OMol25 entry of this formula, charge and spin)**: 0.864 eV
**SMILES**: CC(=O)N[C@@H](Cc1ccccc1)B(O)O
**LUMO**: 0.54 eV
**HOMO-LUMO gap**: 9.584 eV
**Multiplicity**: 1

Each line ends with the Mulliken charge.
CARTESIAN COORDINATES (ANGSTROEM)
C  -2.24  -3.68  1.11  -1.256
C  -1.24  -2.56  0.77  0.743
O  -0.22  -2.75  0.12  -0.633
N  -1.59  -1.31  1.19  -0.144
C  -0.84  -0.13  0.82  -0.466
C  0.68  -0.14  1.07  -0.997
C  1.37  0.91  0.25  0.363
C  1.77  0.61  -1.04  0.187
C  2.18  1.65  -1.94  -0.972
C  2.23  2.92  -1.45  -0.162
C  1.94  3.28  -0.16  -0.850
C  1.45  2.24  0.64  -0.267
B  -1.22  0.19  -0.70  0.735
O  -1.58  1.46  -0.95  -0.545
O  -1.17  -0.84  -1.61  -0.742
H  -2.77  -4.03  0.27  0.314
H  -2.92  -3.45  1.94  0.346
H  -1.65  -4.51  1.48  0.344
H  -2.58  -1.12  1.45  0.328
H  -1.33  0.83  1.09  0.453
H  0.84  0.02  2.20  0.399
H  1.07  -1.14  0.90  0.353
H  1.81  -0.41  -1.35  0.386
H  2.62  1.51  -2.90  0.429
H  2.44  3.70  -2.18  0.327
H  1.90  4.31  0.24  0.353
H  1.44  2.39  1.71  0.319
H  -1.59  1.56  -1.96  0.302
H  -0.79  -1.51  -1.02  0.352

=====

4.
C10H14Cl2FN2O2P | ωB97M-V/def2-TZVPD

Results
**Energy**: -2011.003624 Eh
**SMILES**: CP(O)[C@@](C)(C#N)[C@H](C#N)CC(=O)F.ClCCCl
**LUMO**: 0.43 eV
**HOMO-LUMO gap**: 9.364 eV
**Multiplicity**: 1

Each line ends with the Mulliken charge.
CARTESIAN COORDINATES (ANGSTROEM)
C  1.21  -0.02  2.23  -0.975
P  1.61  1.03  0.71  0.012
O  1.88  -0.07  -0.55  -0.373
C  0.12  2.14  0.34  1.288
C  0.25  3.36  1.35  -1.644
C  0.29  2.73  -1.07  -0.337
N  0.12  3.03  -2.15  -0.477
C  -1.30  1.47  0.53  -0.001
C  -1.91  1.73  1.93  -0.144
N  -2.32  2.10  2.91  -0.472
C  -1.38  -0.07  0.19  0.006
C  -2.76  -0.31  -0.54  0.215
O  -3.73  -0.35  0.10  -0.431
F  -2.80  -0.52  -1.90  -0.271
H  0.12  -0.06  2.47  0.319
H  1.68  0.54  3.08  0.334
H  1.70  -1.01  2.16  0.357
H  2.39  0.38  -1.25  0.300
H  0.42  2.99  2.40  0.444
H  -0.65  4.00  1.26  0.418
H  1.17  3.96  1.12  0.424
H  -2.00  1.99  -0.18  0.579
H  -0.60  -0.44  -0.50  0.046
H  -1.47  -0.64  1.14  0.338
Cl  -0.84  -2.46  -2.03  -0.093
C  0.32  -3.80  -2.17  -0.499
C  1.71  -3.42  -1.69  -0.366
Cl  2.49  -2.24  -2.77  -0.186
H  0.34  -4.13  -3.21  0.339
H  -0.07  -4.62  -1.56  0.292
H  2.35  -4.30  -1.67  0.376
H  1.68  -3.00  -0.69  0.181

=====

Please write out number 2 again, unchanged.
C10H14BF4Ir | ωB97M-V/def2-TZVPD

Results
**<S²>**: 0.76
**Energy**: -916.889231 Eh
**Relative energy (zero: lowest compared OMol25 entry of this formula, charge and spin)**: 0.000 eV
**LUMO (alpha / beta)**: -14.61 / -16.14 eV
**HOMO-LUMO gap (alpha / beta)**: 8.341 / 7.289 eV
**Multiplicity**: 2
**Total charge**: +3

Each line ends with the Mulliken charge.
CARTESIAN COORDINATES (ANGSTROEM)
Ir  0.08  1.56  0.69  1.422
C  -2.09  -1.58  0.71  -1.012
C  -0.75  -1.54  0.11  -0.695
C  -0.95  -2.74  -1.45  -0.681
C  -0.16  -0.27  -0.43  1.225
C  1.24  0.01  -0.24  -0.291
C  1.79  1.25  -0.65  -0.818
C  1.04  2.24  -1.36  0.729
C  1.66  3.53  -1.76  -1.367
C  -0.34  1.98  -1.50  -0.935
C  -0.94  0.77  -1.04  -0.448
H  -2.50  -2.59  0.80  0.437
H  -2.83  -0.88  0.32  0.382
H  -1.91  -1.33  1.79  0.381
H  0.00  -2.21  0.53  0.549
H  -1.80  -2.27  -1.94  0.393
H  -1.14  -3.68  -0.94  0.429
H  0.04  -2.61  -1.87  0.396
H  1.85  -0.68  0.35  0.500
H  2.81  1.48  -0.35  0.558
H  2.18  4.00  -0.92  0.392
H  0.94  4.23  -2.17  0.446
H  2.43  3.32  -2.51  0.384
H  -0.99  2.76  -1.87  0.442
H  -2.02  0.69  -1.09  0.506
F  -0.22  1.26  2.47  -0.328
B  0.65  -1.69  3.63  0.515
F  1.16  -1.28  2.43  -0.177
F  1.38  -1.70  4.68  -0.107
F  -0.62  -2.03  3.58  -0.227

=====

Please write out number 3 again, unchanged.
C10H14BNO3 | ωB97M-V/def2-TZVPD

Results
**Energy**: -694.876091 Eh
**Relative energy (zero: lowest compared OMol25 entry of this formula, charge and spin)**: 0.864 eV
**SMILES**: CC(=O)N[C@@H](Cc1ccccc1)B(O)O
**LUMO**: 0.54 eV
**HOMO-LUMO gap**: 9.584 eV
**Multiplicity**: 1

Each line ends with the Mulliken charge.
CARTESIAN COORDINATES (ANGSTROEM)
C  -2.24  -3.68  1.11  -1.256
C  -1.24  -2.56  0.77  0.743
O  -0.22  -2.75  0.12  -0.633
N  -1.59  -1.31  1.19  -0.144
C  -0.84  -0.13  0.82  -0.466
C  0.68  -0.14  1.07  -0.997
C  1.37  0.91  0.25  0.363
C  1.77  0.61  -1.04  0.187
C  2.18  1.65  -1.94  -0.972
C  2.23  2.92  -1.45  -0.162
C  1.94  3.28  -0.16  -0.850
C  1.45  2.24  0.64  -0.267
B  -1.22  0.19  -0.70  0.735
O  -1.58  1.46  -0.95  -0.545
O  -1.17  -0.84  -1.61  -0.742
H  -2.77  -4.03  0.27  0.314
H  -2.92  -3.45  1.94  0.346
H  -1.65  -4.51  1.48  0.344
H  -2.58  -1.12  1.45  0.328
H  -1.33  0.83  1.09  0.453
H  0.84  0.02  2.20  0.399
H  1.07  -1.14  0.90  0.353
H  1.81  -0.41  -1.35  0.386
H  2.62  1.51  -2.90  0.429
H  2.44  3.70  -2.18  0.327
H  1.90  4.31  0.24  0.353
H  1.44  2.39  1.71  0.319
H  -1.59  1.56  -1.96  0.302
H  -0.79  -1.51  -1.02  0.352

=====

Question: Which value of energy does entry 1 give?
Answer: -2588.527352 Eh